DFT (the ωB97M-V functional and the def2-TZVPD basis) results for a structure of composition C24H36F3O21V2 in a non-equilibrium geometry.

XYZ file:
```
86
Properties=species:S:1:pos:R:3:lowdin_charge:R:1
O -2.455 1.461 -3.104 -0.233
V -2.266 -0.044 -3.514 1.099
O -3.134 -0.952 -2.527 -0.253
O 0.197 -0.978 -7.673 -0.223
V -0.213 -2.048 -6.594 1.155
O 0.882 -3.163 -6.687 -0.222
C 0.357 -1.122 -3.555 -0.324
O -0.333 -0.391 -2.560 -0.166
O -0.615 -1.186 -4.541 -0.265
C 1.638 -0.365 -3.956 -0.561
F 1.386 0.371 -5.069 0.131
F 2.123 0.434 -3.034 0.209
F 2.555 -1.241 -4.371 0.175
C -0.031 -0.502 -1.165 -0.211
C -0.644 0.576 -0.291 -0.028
H -0.503 0.222 0.729 0.071
H -0.075 1.488 -0.470 0.091
H -1.702 0.720 -0.503 0.070
H 1.020 -0.619 -0.876 0.138
H -0.353 -1.510 -0.865 0.115
H 0.619 -2.096 -3.129 0.168
C -2.326 2.465 5.080 -0.007
C -2.993 3.381 4.079 -0.274
C -2.100 4.436 3.406 -0.079
O -2.093 4.071 2.027 0.064
C -2.902 3.009 1.816 -0.584
O -3.093 2.548 0.736 0.147
O -3.363 2.538 2.967 0.084
H -1.324 2.202 4.719 0.071
H -2.792 1.491 5.211 0.093
H -2.182 2.981 6.028 0.098
H -3.858 3.860 4.536 0.153
H -1.091 4.421 3.825 0.130
H -2.451 5.463 3.489 0.133
C 1.730 -7.680 -0.542 -0.006
C 1.217 -6.418 -1.198 -0.304
C 0.581 -5.410 -0.272 -0.085
O 0.906 -4.151 -0.919 0.016
C 2.091 -4.354 -1.575 -0.566
O 2.683 -3.476 -2.120 0.153
O 2.369 -5.660 -1.645 0.094
H 0.964 -8.235 -0.001 0.096
H 2.388 -7.313 0.248 0.096
H 2.255 -8.324 -1.239 0.093
H 0.559 -6.563 -2.058 0.161
H 1.035 -5.271 0.713 0.141
H -0.494 -5.537 -0.177 0.141
C 4.219 0.190 2.992 -0.013
C 3.180 1.230 3.350 -0.285
C 1.823 1.093 2.619 -0.092
O 0.868 0.843 3.641 0.019
C 1.450 0.873 4.860 -0.569
O 0.907 0.594 5.874 0.182
O 2.777 1.066 4.727 0.084
H 4.924 0.096 3.818 0.094
H 4.737 0.582 2.117 0.093
H 3.796 -0.805 2.863 0.088
H 3.528 2.260 3.289 0.153
H 1.806 0.242 1.935 0.117
H 1.542 1.997 2.080 0.130
C 0.343 3.362 -3.225 -0.018
C -0.092 4.538 -4.048 -0.316
C 1.074 5.455 -4.528 -0.086
O 0.603 5.962 -5.775 0.061
C -0.505 5.265 -6.154 -0.567
O -1.090 5.449 -7.163 0.185
O -0.666 4.223 -5.320 0.078
H 0.719 3.821 -2.303 0.102
H 1.152 2.798 -3.679 0.078
H -0.539 2.822 -2.886 0.053
H -0.742 5.236 -3.512 0.160
H 1.949 4.834 -4.740 0.134
H 1.258 6.276 -3.842 0.136
C -0.356 -2.438 2.349 -0.007
C -1.318 -1.606 3.178 -0.297
C -2.598 -1.072 2.506 -0.070
O -3.662 -1.347 3.428 0.072
C -3.187 -2.112 4.433 -0.564
O -3.782 -2.443 5.401 0.180
O -1.882 -2.406 4.220 0.082
H -0.307 -2.228 1.280 0.057
H -0.563 -3.508 2.423 0.089
H 0.628 -2.316 2.806 0.085
H -0.760 -0.791 3.635 0.125
H -2.780 -1.579 1.557 0.133
H -2.627 0.013 2.422 0.117
```

As for the charge: +1. Its highest occupied orbital energy is -12.50 eV. The multiplicity is 1.